{"formula": "F4H10HfO5", "method": "ωB97M-V/def2-TZVPD", "homo_lumo_gap_ev": 8.6, "e_tot_ha": -829.530911, "total_charge": 0, "elements": ["Hf", "F", "F", "F", "F", "O", "H", "H", "O", "H", "H", "O", "H", "H", "O", "H", "H", "O", "H", "H"], "xyz": [[0.070725, 0.410302, -0.208927], [-1.750076, 1.193209, -0.228328], [0.241008, 1.879927, 0.959481], [0.478163, 1.820270, -1.363671], [1.133507, -0.748285, -1.283702], [1.915725, 0.833843, 0.035354], [2.424586, 1.643394, -0.008498], [2.542514, 0.144255, -0.183371], [-0.830301, 0.104758, 1.518383], [-0.671881, -0.474448, 2.263802], [-1.330560, 0.834553, 1.883587], [-1.009400, -1.135102, -0.178920], [-1.704579, -1.250351, 0.468903], [-1.214045, -1.769393, -0.865957], [0.925446, -0.831094, 0.864205], [0.946776, -1.788053, 0.862686], [1.130397, -0.587912, 1.767026], [-0.894098, 0.028156, -1.791352], [-0.854284, -0.825589, -2.222373], [-1.549624, 0.517559, -2.288328]], "forces_ev_per_angstrom": [[-2.3, 12.1, -4.0], [-3.4, 1.6, 0.6], [0.7, 4.5, 3.8], [0.8, 3.8, -3.8], [2.5, -4.2, -3.7], [10.0, 2.1, 1.5], [-0.6, 0.7, -0.1], [0.1, -0.3, -0.4], [-4.7, -1.0, 8.1], [0.0, -0.2, 0.3], [-0.2, 0.9, -0.4], [-6.2, -11.1, 1.5], [-0.3, 0.2, 0.2], [0.1, -0.2, -0.1], [6.3, -8.9, 8.0], [0.1, -0.3, -0.6], [0.6, 0.4, 0.3], [-4.2, -1.2, -10.8], [0.7, 0.2, -0.8], [0.0, 0.9, 0.3]], "mulliken_charge": [1.029, -0.672, -0.567, -0.570, -0.602, -0.336, 0.320, 0.316, -0.398, 0.322, 0.274, -0.309, 0.350, 0.314, -0.419, 0.302, 0.367, -0.299, 0.286, 0.293]}